{"formula": "C3H8N4", "method": "ωB97M-V with the def2-TZVPD basis set", "homo_energy_ev": -8.097, "homo_lumo_gap_ev": 9.0, "e_above_lowest_kcal_mol": 132.5, "energy_ev": -9195.886, "e_lumo_ev": 0.89, "total_charge": 0, "elements": ["C", "C", "C", "N", "N", "N", "N", "H", "H", "H", "H", "H", "H", "H", "H"], "positions_angstrom": [[-2.02, -0.34, -0.08], [-2.08, 1.14, 0.09], [2.50, -0.34, 0.27], [-1.11, -1.18, -0.24], [0.94, 1.21, -0.49], [0.25, -1.09, -0.01], [1.13, 0.08, -0.21], [-2.92, -0.80, -0.36], [-1.10, 1.44, 0.70], [-3.01, 1.55, 0.57], [-1.75, 1.64, -0.87], [3.15, 0.48, 0.57], [2.43, -1.03, 1.07], [2.84, -0.80, -0.65], [0.77, -1.96, -0.36]], "mulliken_charge": [0.155, -0.894, -0.863, -0.665, -0.823, -0.136, 0.846, 0.362, 0.221, 0.292, 0.271, 0.270, 0.312, 0.377, 0.275]}

{"formula": "C3H8N4", "method": "ωB97M-V with the def2-TZVPD basis set", "homo_energy_ev": -9.138, "homo_lumo_gap_ev": 9.2, "e_above_lowest_kcal_mol": 66.8, "smiles": "[H]/N=C\\N=N\\CCN", "energy_ev": -9198.736, "e_lumo_ev": 0.02, "total_charge": 0, "elements": ["H", "N", "C", "N", "N", "C", "C", "N", "H", "H", "H", "H", "H", "H", "H"], "positions_angstrom": [[-2.80, -1.75, 0.28], [-3.41, -0.97, 0.03], [-2.79, 0.13, -0.09], [-1.53, 0.35, 0.32], [-0.46, -0.13, -0.11], [0.61, 0.30, 0.74], [1.86, 0.63, -0.19], [2.28, -0.49, -0.99], [-3.37, 1.02, -0.32], [0.89, -0.57, 1.36], [0.39, 1.15, 1.40], [1.58, 1.45, -0.85], [2.68, 0.94, 0.46], [1.54, -0.77, -1.62], [2.54, -1.28, -0.42]], "mulliken_charge": [0.253, -0.515, 0.047, -0.431, 0.012, -0.298, -0.631, -0.586, 0.313, 0.239, 0.406, 0.353, 0.333, 0.273, 0.234]}

{"formula": "C3H8N4O", "method": "ωB97M-V with the def2-TZVPD basis set", "homo_energy_ev": -8.551, "homo_lumo_gap_ev": 8.9, "e_above_lowest_kcal_mol": 154.2, "energy_ev": -11242.935, "e_lumo_ev": 0.31, "total_charge": 0, "elements": ["C", "C", "C", "H", "H", "H", "H", "H", "H", "H", "H", "N", "N", "N", "N", "O"], "positions_angstrom": [[2.16, -1.14, 0.27], [0.07, 0.02, -0.05], [-1.94, -1.02, -0.07], [3.11, -0.84, -0.55], [2.48, -1.01, 1.58], [1.45, -2.07, -0.17], [2.00, 0.96, -0.70], [-1.43, 1.19, 0.18], [0.17, 3.22, -0.31], [-2.32, -1.99, -0.27], [-3.63, -0.05, 0.27], [1.39, 0.05, -0.17], [-0.54, 1.26, -0.31], [-0.66, -1.03, -0.19], [-2.58, 0.10, 0.28], [0.29, 2.34, 0.23]], "mulliken_charge": [-0.706, 0.411, -0.135, 0.240, 0.211, 0.294, 0.384, 0.467, 0.342, 0.404, 0.193, -0.183, -0.248, -0.548, -0.638, -0.489]}

{"formula": "C3H8N4O", "method": "ωB97M-V with the def2-TZVPD basis set", "homo_energy_ev": -9.578, "homo_lumo_gap_ev": 9.9, "e_above_lowest_kcal_mol": 171.7, "energy_ev": -11242.179, "e_lumo_ev": 0.37, "total_charge": 0, "elements": ["C", "C", "C", "H", "H", "H", "H", "H", "H", "H", "H", "N", "N", "N", "N", "O"], "positions_angstrom": [[0.54, -1.71, 1.36], [0.98, -1.25, -0.10], [-1.08, 1.60, -0.10], [0.24, -0.88, 2.00], [1.73, -2.23, 1.70], [-0.30, -2.55, 1.31], [2.50, -2.11, -1.66], [1.35, 0.34, -1.34], [-2.81, 2.87, -0.75], [-2.84, 0.94, -0.81], [0.57, 2.12, 0.36], [1.96, -1.98, -0.66], [0.77, 0.28, -0.51], [-2.48, 1.66, -0.25], [-0.41, 2.53, 0.30], [-0.73, 0.37, -0.84]], "mulliken_charge": [-0.764, 0.500, 0.510, 0.290, 0.258, 0.223, 0.261, 0.213, 0.327, 0.270, 0.403, -0.642, -0.307, -0.661, -0.594, -0.287]}